A structure of composition CH3N3Si in a non-equilibrium geometry. Source: the OMol25 dataset; level of theory: ωB97M-V/def2-TZVPD.

LUMO: -0.49 eV
HOMO-LUMO gap: 8.489 eV
energy: -493.4062 hartree

```
8
Properties=species:S:1:pos:R:3:forces:R:3
C -2.495630 0.138828 0.420882 0.25 0.10 1.08
N -1.577174 -0.327546 -0.200668 -1.25 0.57 -1.15
N -0.835419 -0.547177 -1.132264 3.50 -0.71 2.32
N 0.672263 -0.744877 -0.034029 -1.75 0.53 -1.85
Si 1.941798 0.266329 -0.170976 1.18 0.89 0.65
H -3.079809 -0.378385 1.172336 -0.12 -0.15 -0.34
H 2.404546 1.467713 -1.095946 -0.70 -1.26 0.71
H 2.969426 0.125115 1.040667 -1.10 0.02 -1.42
```
Positions in Å, forces in eV/Å.


A cluster of 14 separate species, C26H80N4O14 in total in a non-equilibrium geometry. Source: the OMol25 dataset; level of theory: ωB97M-V/def2-TZVPD.

LUMO: -0.05 eV
HOMO-LUMO gap: 9.048 eV
energy: -2310.6361 hartree

```
124
Properties=species:S:1:pos:R:3:forces:R:3
C -3.115769 -3.724698 0.478251 -0.55 -1.41 0.30
O -2.466505 -2.479215 0.560993 -2.90 0.24 -2.91
H -2.329129 -4.449691 0.197621 -0.88 -0.46 0.17
H -3.880361 -3.723827 -0.298264 0.40 0.29 -0.45
H -3.716130 -4.100673 1.363496 1.13 0.75 -0.38
H -1.943905 -2.426439 1.297860 2.38 0.28 3.08
C 3.647323 -1.461300 1.100315 -2.88 0.45 1.26
O 3.905976 -2.108948 -0.082206 1.12 -1.51 -0.42
H 2.719450 -0.921680 0.926682 0.12 0.62 -0.08
H 4.383306 -0.796180 1.476378 1.03 0.55 0.14
H 3.293577 -2.138012 1.872269 0.47 -0.45 0.36
H 4.472329 -2.854530 0.161002 -0.02 0.04 -0.68
C 0.191055 -0.292946 0.113516 -0.56 1.02 -0.79
O 0.832961 -1.008669 -0.922895 0.36 0.28 -0.08
H 0.497716 -0.624162 1.094542 0.00 -0.08 0.27
H -0.903169 -0.296733 0.016537 0.11 -0.53 0.09
H 0.426679 0.764622 -0.056358 0.34 -0.13 0.31
H 0.731789 -1.943544 -0.738692 -0.18 -0.34 0.29
C 2.280012 3.038837 -2.755557 0.10 -0.09 -1.88
O 1.444394 2.005612 -2.246437 -0.04 1.09 -0.01
H 3.294957 2.671981 -2.938674 -0.04 0.15 0.50
H 2.251213 3.934337 -2.170428 0.14 0.24 0.91
H 1.975672 3.392284 -3.765590 -0.31 -0.41 0.33
H 1.923821 1.189790 -2.457749 -0.17 -0.04 0.35
C 0.441580 3.468819 1.903065 -0.08 -0.68 0.53
O 0.032723 4.384591 0.953133 0.72 2.18 -0.14
H 0.629195 2.523457 1.435087 0.42 -0.74 -0.13
H -0.392164 3.325025 2.559945 -0.38 -0.32 0.96
H 1.322980 3.749781 2.511811 -0.34 0.32 -0.67
H -0.342992 3.977438 0.185889 -0.21 -0.80 -0.54
C -0.935192 0.025795 -3.379965 0.78 -0.76 -0.62
O -2.027422 -0.695962 -3.886341 -0.08 0.52 -1.46
H -0.590125 0.850163 -4.059068 -0.44 -0.75 0.60
H -0.139612 -0.718869 -3.233097 0.34 0.54 -0.17
H -1.174613 0.378076 -2.401106 0.01 0.77 0.68
H -2.657360 -0.810430 -3.176577 0.29 -0.14 0.20
C 4.091302 -0.075280 -3.143566 6.14 2.84 -4.11
O 4.837405 0.441771 -4.140213 -3.78 -1.89 3.49
N 4.713229 -0.443802 -2.053309 2.31 -1.48 2.70
N 2.787935 -0.094996 -3.103079 -3.34 -0.68 -0.08
H 5.769088 -0.371941 -2.065744 -2.13 -0.23 -0.16
H 4.260603 -1.005475 -1.273946 0.88 0.83 -1.36
H 2.350440 0.268484 -3.918953 -0.41 -0.31 -0.80
H 2.204634 -0.631619 -2.430498 0.68 0.30 -0.52
C -4.289459 -1.966410 -2.627043 -0.41 -7.60 1.53
O -4.340993 -3.327341 -2.647871 0.62 5.93 0.13
N -3.622612 -1.243857 -1.768396 2.96 -1.86 3.57
N -5.037534 -1.241310 -3.365067 -4.45 1.52 -6.63
H -3.121017 -1.750891 -1.010250 -0.37 0.63 -0.89
H -3.613759 -0.263451 -1.638401 -0.52 1.17 -0.09
H -5.492668 -1.741909 -4.221003 1.20 1.28 2.38
H -4.938477 -0.216566 -3.498318 0.13 -1.34 0.42
C -4.611534 0.637396 0.851259 -1.53 -1.10 0.60
C -3.654200 1.586742 0.302661 -2.20 3.58 8.46
C -2.527119 1.800326 1.280089 0.27 -1.30 1.17
O -3.241885 1.331067 -0.825165 4.35 -1.23 -10.75
H -5.014553 1.072509 1.780637 0.05 -0.47 -0.27
H -4.112310 -0.301116 1.050415 -0.09 -0.43 0.14
H -5.438621 0.455239 0.150315 0.12 0.02 0.21
H -4.197336 2.510954 0.254439 -0.70 1.36 0.44
H -1.748859 2.447360 0.972284 0.46 0.91 -0.65
H -2.022204 0.860446 1.544051 -0.16 -0.14 -0.31
H -2.919543 2.133485 2.209780 -0.32 0.64 0.94
H -2.710727 2.125862 -1.148611 -0.32 -1.91 0.11
C -2.800185 -1.242464 3.579280 0.99 -1.09 0.37
C -1.729558 -2.329465 3.700603 -5.62 -0.25 7.97
C -2.166190 -3.771837 4.019025 -0.54 1.84 2.28
O -0.923828 -2.334859 2.767286 6.74 0.27 -8.46
H -2.224142 -0.358728 3.799959 -0.41 0.83 -0.44
H -3.522206 -1.385583 4.341940 -0.83 0.02 0.77
H -3.277459 -1.276851 2.627018 -0.27 0.33 -0.69
H -1.098411 -1.972999 4.537902 -0.99 -0.29 1.19
H -1.289673 -4.277001 4.387879 0.30 -0.42 0.20
H -2.554562 -4.312688 3.207221 -0.68 -0.50 -1.16
H -2.896868 -3.657856 4.842788 0.17 -0.72 -0.34
H -0.075074 -2.384960 3.215120 1.17 -0.05 -1.15
C -0.753663 -3.685764 -2.239084 2.80 -0.12 -0.07
C 0.215115 -4.191398 -1.120627 -0.04 -3.30 -7.49
C 1.625326 -3.958462 -1.542710 1.93 -1.77 0.63
O 0.113528 -3.741732 0.031978 -1.13 6.07 9.71
H -0.643416 -2.621977 -2.493688 0.11 -0.36 0.09
H -1.736363 -3.892044 -2.043673 -2.69 -0.36 0.74
H -0.508165 -4.323547 -3.088278 0.02 0.33 -0.36
H -0.008764 -5.218514 -0.873109 0.26 -1.81 -2.05
H 1.791034 -4.576085 -2.412109 0.50 -0.29 -0.28
H 2.366650 -4.251625 -0.688969 -1.31 0.49 -1.60
H 1.834708 -2.952999 -1.857386 0.01 0.53 0.04
H -0.790784 -3.766852 0.350058 0.03 0.26 0.21
C 3.322874 1.880750 0.328062 -0.11 -0.91 0.57
C 4.828765 2.121562 0.248454 -3.54 -5.91 -8.04
C 5.248113 2.833801 -1.002624 0.02 -0.15 -2.24
O 5.406820 2.536654 1.247750 4.34 3.03 8.96
H 2.802550 2.750586 0.032250 -0.86 1.30 0.15
H 2.946110 1.484993 1.315634 0.63 0.57 -0.89
H 3.035227 1.168886 -0.438270 0.05 -0.34 -0.04
H 5.262068 1.122568 0.083851 -0.24 -0.43 -0.07
H 6.228899 3.259363 -0.875272 0.65 -0.06 0.21
H 4.625784 3.682092 -1.256679 -0.46 0.22 -0.10
H 5.321284 2.154646 -1.910175 -0.32 0.84 1.02
H 5.322068 3.464484 1.273353 0.09 1.95 0.70
C -1.359798 3.610220 -3.671896 -0.39 2.94 -1.02
C -1.219147 3.948528 -2.202618 -0.99 4.21 -3.87
C -2.354324 4.591641 -1.497167 -0.35 0.82 0.56
O -0.966741 2.861943 -1.586241 0.19 -5.11 5.17
H -1.684633 2.686134 -4.038054 -1.20 -1.57 0.40
H -0.412597 3.700329 -4.151478 1.09 0.18 -0.25
H -1.944921 4.412232 -4.119161 -0.26 -0.05 -0.45
H -0.387273 4.633779 -2.196049 0.64 0.73 0.33
H -2.703601 5.542415 -1.829269 -0.17 0.60 -0.90
H -2.101850 4.797415 -0.469637 0.40 -0.13 0.53
H -3.177492 3.929372 -1.449607 -1.23 -0.71 -0.16
H -0.081166 2.603535 -1.748686 1.86 -1.43 -0.40
C 0.869054 0.486249 3.611633 -0.85 -1.18 0.54
C 1.692434 -0.593696 4.423512 1.47 7.12 0.55
C 1.473466 -0.469894 5.894709 0.25 0.94 0.53
O 1.521952 -1.797954 4.015497 -1.38 -7.83 -1.46
H -0.152690 0.029614 3.410269 1.10 0.74 0.14
H 1.349349 0.686319 2.652641 -0.12 0.00 0.11
H 0.727181 1.451454 4.164016 0.28 -0.99 -0.38
H 2.746060 -0.470677 4.157143 0.51 1.59 0.61
H 2.184076 -1.115117 6.382267 0.37 -0.27 0.55
H 0.484807 -0.801452 6.177930 -0.45 0.00 0.01
H 1.637171 0.563829 6.239124 -0.07 -0.44 -0.01
H 2.119585 -2.360090 4.580481 -1.09 0.35 -1.09
```
Positions in Å, forces in eV/Å.


A cluster of 2 separate species, C4H12 in total in a non-equilibrium geometry. Source: the OMol25 dataset; level of theory: ωB97M-V/def2-TZVPD.

LUMO (alpha / beta): -3.05 / -11.77 eV
HOMO-LUMO gap (alpha / beta): 13.278 / 3.114 eV
net charge: +1
energy: -159.1145 hartree
<S²>: 0.753
2S+1: 2

```
16
Properties=species:S:1:pos:R:3:forces:R:3
C 2.219648 -1.301230 -0.053675 -0.13 0.74 -2.25
C 1.734892 -0.579389 -1.389987 0.02 -4.31 -0.26
H 3.227963 -1.614203 -0.273270 0.54 -0.37 -0.11
H 2.289617 -0.608035 0.727946 0.06 0.88 1.40
H 1.558964 -2.095186 0.173143 -0.64 -0.80 0.33
H 2.489878 -0.021216 -1.786003 1.99 1.91 -0.74
H 0.886321 -0.052174 -1.083493 -1.81 1.09 0.37
H 1.482510 -1.305952 -2.237258 -0.08 0.89 1.31
C -1.956791 0.957253 1.584960 0.63 0.99 -2.65
C -2.046690 0.935515 -0.087223 0.14 1.17 2.41
H -2.775166 1.340900 2.125793 -1.22 0.48 0.97
H -1.782029 -0.056732 1.879214 0.29 -0.49 0.19
H -1.171182 1.826067 1.819520 -0.86 -1.14 -0.93
H -2.644802 0.096022 -0.356158 -0.90 -1.41 0.53
H -2.405081 1.818788 -0.594169 0.20 0.72 0.58
H -1.108052 0.659572 -0.449341 1.78 -0.34 -1.15
```
Positions in Å, forces in eV/Å.


A cluster of 2 separate species, C6H8N2O4 in total in a non-equilibrium geometry. Source: the OMol25 dataset; level of theory: ωB97M-V/def2-TZVPD.

LUMO: 0.25 eV
HOMO-LUMO gap: 9.626 eV
energy: -643.9609 hartree
SMILES: O=c1cc[nH]c(=O)[nH]1.CC(=O)O

```
20
Properties=species:S:1:pos:R:3:forces:R:3
C 2.612478 -0.048787 0.051834 2.36 -2.91 0.38
C 4.113342 0.217530 0.128724 1.28 -1.18 0.28
C -3.570074 -0.166287 0.121228 -0.30 -3.21 -0.55
C -3.052470 1.171513 0.029462 -0.33 2.20 0.76
C -1.737781 1.460470 -0.205975 -0.08 -1.17 0.41
C -1.207701 -0.983850 -0.033764 1.03 -0.29 -1.40
H 1.370267 -1.475612 -0.235768 -1.08 -0.32 0.15
H 4.301493 1.272007 -0.032107 -0.11 0.12 -0.04
H 4.647294 -0.067771 1.114374 -1.32 0.23 -1.45
H 4.640131 -0.374367 -0.680807 -0.66 0.62 0.91
H -2.919682 -2.175103 0.237551 0.02 -0.76 -0.08
H -3.769183 1.981490 0.328893 0.68 -0.87 -1.00
H -1.341738 2.521123 -0.426138 -0.50 -2.10 0.66
H 0.205373 0.487256 -0.208221 -1.60 0.21 -0.08
N -2.546760 -1.257277 0.160642 0.58 3.33 -0.06
N -0.861818 0.364953 -0.191437 0.73 0.71 -0.15
O 1.817023 0.834554 0.059298 -1.50 1.30 -0.19
O 2.313854 -1.379485 -0.034517 1.43 2.04 -0.01
O -4.729635 -0.566540 0.054866 1.50 1.21 0.52
O -0.284413 -1.815819 -0.238134 -2.14 0.83 0.95
```
Positions in Å, forces in eV/Å.